Molecular formula: C35H58Cl2F3N3O7S
Method: DFT, wB97M-V/def2-TZVPD

```
! wB97M-V def2-TZVPD RIJCOSX def2/J DEFGRID3
* xyz 0 1
C -1.75956 -0.83554 3.02718
C -2.39881 -0.51416 1.66582
O -3.22784 0.36539 1.66159
N -2.04102 -1.31042 0.48938
C -3.20706 -1.78509 -0.24871
C -3.42852 -3.28180 -0.53077
O -4.09728 -1.05694 -0.62297
C -0.96784 -0.76046 -0.36482
Cl -0.33564 0.74822 0.40288
O -1.27694 -0.71716 -1.70894
C -1.68156 0.49934 -2.30465
C -2.52078 0.03896 -3.54016
C -1.86119 -1.09265 -4.37929
C -1.96344 -0.68457 -5.90388
C -2.54736 -2.47349 -4.19733
N -2.67481 1.25661 -1.48905
C -2.45758 2.43930 -1.30132
S -2.09396 3.84745 -0.70768
O -0.52780 1.22368 -2.60731
C -0.40906 1.76377 -3.91125
C 0.80663 2.76131 -3.97558
C 1.45119 3.01593 -2.59911
C 0.33583 4.07139 -4.67099
C 1.48718 4.90156 -5.26798
C -0.56553 4.96619 -3.80220
C 0.29349 -1.77527 -0.26403
C 1.49436 -1.21199 -1.06041
Cl -0.20466 -3.23349 -1.23926
N 0.57291 -2.06199 1.15527
C 0.44405 -3.45057 1.57215
O -0.93854 -3.84850 1.74167
C -1.08836 -5.18133 1.74465
F -1.01904 -5.72268 0.51024
F -2.28882 -5.49126 2.24001
F -0.17058 -5.81958 2.50510
C 1.91241 -1.66060 1.56709
C 2.14341 -0.45295 2.18971
C 3.41231 -0.06694 2.59188
C 4.51186 -0.87106 2.39131
C 4.29143 -2.10629 1.79703
C 3.03093 -2.47706 1.40020
H -1.29217 -1.82097 3.06067
H -0.94425 -0.10514 3.14280
H -2.50194 -0.66397 3.80978
H -3.38458 -3.36010 -1.62758
H -2.63139 -3.91969 -0.15043
H -4.43619 -3.59045 -0.24250
H -2.91238 0.87842 -4.11903
H -3.40197 -0.41855 -3.06560
H -0.78534 -1.20236 -4.18342
H -1.96965 0.40616 -5.98219
H -2.87371 -1.13891 -6.31140
H -1.08389 -1.09176 -6.41820
H -3.59054 -2.35638 -3.87437
H -2.01419 -3.10275 -3.47661
H -2.52090 -2.97291 -5.17542
H -1.28743 2.35606 -4.20919
H -0.20168 1.00939 -4.68291
H 1.57161 2.33158 -4.63921
H 2.16258 3.85031 -2.73365
H 2.06749 2.15667 -2.31013
H 0.75270 3.33380 -1.82214
H -0.28857 3.74103 -5.52325
H 1.03022 5.61496 -5.97344
H 2.20730 4.31878 -5.85341
H 1.96555 5.53155 -4.50470
H -1.59075 4.58672 -3.70338
H -0.67298 5.94528 -4.29430
H -0.13200 5.12635 -2.80810
H 1.84250 -0.24568 -0.68981
H 2.30304 -1.94802 -1.10288
H 1.14874 -1.07059 -2.09213
H 1.01784 -4.18296 0.99061
H 0.86932 -3.49860 2.58426
H 1.34040 0.24760 2.39840
H 3.52620 0.90966 3.06128
H 5.51225 -0.55702 2.67916
H 5.15178 -2.75264 1.62902
H 2.93821 -3.44959 0.91460
C -5.79053 -1.16304 2.06169
C -5.48968 -2.34001 2.97382
O -5.22389 -1.96962 4.31745
C -6.26567 -1.29116 4.99526
C -7.55322 -2.09110 5.09743
H -4.96057 -0.45131 2.08380
H -5.93446 -1.50556 1.03715
H -6.69472 -0.63025 2.36398
H -4.58737 -2.84592 2.61872
H -6.29542 -3.08216 2.93622
H -6.44739 -0.31576 4.53124
H -5.88994 -1.09207 5.99982
H -7.98076 -2.30346 4.11655
H -8.29663 -1.53642 5.67199
H -7.37072 -3.04711 5.59136
C 8.16288 3.43672 1.33316
C 7.01607 3.00633 2.23168
O 7.32849 1.90812 3.07107
C 8.39824 2.09670 3.98200
C 8.17405 3.23441 4.96325
H 8.49814 2.60198 0.71548
H 7.84488 4.25024 0.67978
H 9.02230 3.78707 1.90669
H 6.18081 2.68157 1.60970
H 6.65061 3.84934 2.82824
H 9.33996 2.22863 3.43850
H 8.48804 1.16198 4.53642
H 8.09334 4.19879 4.45969
H 9.00589 3.29452 5.66627
H 7.25159 3.07800 5.52490
*
```

Max |F|: 2.7 eV Å⁻¹
SMILES: CC(=O)N(C(C)=O)[C@](Cl)(O[C@@](CC(C)C)(N=C=S)OC[C@H](C)C(C)C)[C@](C)(Cl)N(COC(F)(F)F)c1ccccc1.CCOCC.CCOCC
LUMO energy: 0.433 eV
E: -100068.648 eV